[1]
Below is the ion C4H11N2O2 with charge -1 in a non-equilibrium geometry, with properties calculated with ωB97M-V/def2-TZVPD.

Summary:
- orbital gap (eV) = 6.47
- net charge = -1
- HOMO energy (eV) = -2.72
- SMILES string = NC[C@H](CO)NC[O-]
- spin multiplicity = 1
- lowest unoccupied orbital energy (eV) = 3.75

Positions of all 19 atoms, in Å:
1 N 2.19621 0.90437 0.27277
2 C 0.73162 0.97265 0.04132
3 C 0.04233 -0.36430 0.32992
4 C 0.52475 -1.40648 -0.70457
5 O 0.71783 -2.74995 -0.20852
6 N -1.41776 -0.31072 0.33532
7 C -2.07780 0.90974 -0.36504
8 O -1.99017 2.01692 0.35897
9 H 2.38035 0.21370 0.99125
10 H 2.53996 1.80263 0.58873
11 H 0.57365 1.15995 -1.03377
12 H 0.21194 1.77791 0.61194
13 H 0.49054 -0.77226 1.23887
14 H -0.13310 -1.46464 -1.55639
15 H 1.55275 -1.16527 -0.88468
16 H 0.26231 -2.87341 0.62593
17 H -1.75958 -0.17143 1.28016
18 H -1.72247 1.04232 -1.39265
19 H -3.12337 0.47828 -0.52956

[2]
Below is the ion C4H11N2O2 with charge +1 in a non-equilibrium geometry, with properties calculated with ωB97M-V/def2-TZVPD.

Summary:
- orbital gap (eV) = 10.20
- net charge = +1
- HOMO energy (eV) = -13.42
- SMILES string = [NH3+]CCNCC(=O)O
- spin multiplicity = 1
- lowest unoccupied orbital energy (eV) = -3.22

Positions of all 19 atoms, in Å:
1 N 1.64909 -0.89083 1.13132
2 C 1.68292 -1.09198 -0.33237
3 C 0.24852 -0.98663 -0.88723
4 N -0.05695 0.42217 -1.16985
5 C -1.34928 0.93314 -0.73862
6 C -1.44904 1.30511 0.71060
7 O -0.54135 1.39572 1.49855
8 O -2.64951 1.71047 1.02276
9 H 1.07973 -1.58538 1.53012
10 H 2.55819 -0.93542 1.54644
11 H 1.18748 0.01062 1.33336
12 H 2.10196 -2.08605 -0.54869
13 H 2.22668 -0.25043 -0.73413
14 H -0.52609 -1.28011 -0.18887
15 H 0.15497 -1.65527 -1.75924
16 H 0.07931 0.73532 -2.04764
17 H -1.52173 1.90402 -1.23119
18 H -2.21428 0.37241 -1.08371
19 H -2.66063 1.97314 1.94838

[3]
Below is a cluster of 2 separate species, C4H11N2O3 in total in a non-equilibrium geometry, with properties calculated with ωB97M-V/def2-TZVPD.

Summary:
- orbital gap (spin up / spin down) (eV) = 4.50 / 8.47
- HOMO energy (spin up / spin down) (eV) = -3.76 / -7.99
- spin multiplicity = 2
- lowest unoccupied orbital energy (spin up / spin down) (eV) = 0.74 / 0.48

Positions of all 20 atoms, in Å:
1 O 2.10231 0.94459 -1.17817
2 C 1.59086 -0.02180 -0.66682
3 C 1.10897 -0.00815 0.83731
4 C 0.00807 -0.92850 1.22707
5 C -1.29857 -0.69732 0.48706
6 N -1.77789 -1.75541 -0.17813
7 O -1.94653 0.28850 0.61785
8 N 0.52430 1.49669 0.90327
9 H 1.69789 -1.02290 -1.06227
10 H 1.96276 -0.03139 1.40440
11 H 0.34784 -1.95704 1.07113
12 H -0.14524 -0.81442 2.37861
13 H -2.66316 -1.72304 -0.73260
14 H -1.12708 -2.42915 -0.49505
15 H 0.54064 1.97377 -0.02109
16 H 1.14927 1.95088 1.56946
17 H -0.36959 1.45658 1.32304
18 H -0.87460 0.43266 -2.83297
19 H -0.52548 1.88998 -2.41909
20 O -0.30476 0.95547 -2.23301

[4]
Below is the ion C4H11N2OS with charge -1, with properties calculated with ωB97M-V/def2-TZVPD.

Summary:
- orbital gap (eV) = 6.16
- net charge = -1
- HOMO energy (eV) = -3.08
- SMILES string = NC[C@@H](CS)NC[O-]
- spin multiplicity = 1
- lowest unoccupied orbital energy (eV) = 3.08

Positions of all 19 atoms, in Å:
1 N -2.16201 0.72893 0.57718
2 C -0.79821 1.12350 0.27162
3 C 0.17875 -0.04817 -0.04362
4 C 1.04743 0.26987 -1.28045
5 S 0.37681 -0.38801 -2.85791
6 N 1.05414 -0.45454 1.04649
7 C 0.25480 -0.79891 2.30463
8 O -0.42868 0.19465 2.85191
9 H -2.47413 0.02686 -0.08184
10 H -2.14460 0.31377 1.51035
11 H -0.82100 1.81709 -0.57723
12 H -0.40297 1.63612 1.15477
13 H -0.43710 -0.92111 -0.27425
14 H 1.11660 1.35002 -1.39126
15 H 2.01276 -0.20562 -1.16232
16 H -0.14869 -1.50329 -2.36809
17 H 1.59386 0.36805 1.31235
18 H -0.34328 -1.68240 1.93585
19 H 1.04888 -1.24187 2.95813

[5]
Below is the ion C4H11N2OS with charge +1 in a non-equilibrium geometry, with properties calculated with ωB97M-V/def2-TZVPD.

Summary:
- orbital gap (eV) = 8.82
- net charge = +1
- HOMO energy (eV) = -12.65
- SMILES string = [NH3+]CC(=O)NCCS
- spin multiplicity = 1
- lowest unoccupied orbital energy (eV) = -3.83

Positions of all 19 atoms, in Å:
1 N -2.07000 0.58439 1.63906
2 C -1.15015 -0.09600 0.74278
3 C -0.02200 1.04392 0.71085
4 O -0.18531 1.77031 1.75093
5 N 0.74021 1.15245 -0.43559
6 C 0.80884 0.15498 -1.50927
7 C 1.20390 -1.23414 -1.28101
8 S 2.26471 -1.28390 0.23598
9 H -3.10117 0.13372 1.49647
10 H -1.78062 0.67835 2.65063
11 H -2.11739 1.64485 1.07781
12 H -0.73175 -1.05264 1.02399
13 H -1.75062 -0.28410 -0.20679
14 H 1.42892 1.88026 -0.42695
15 H -0.15010 0.27614 -2.02745
16 H 1.55156 0.71013 -2.18445
17 H 0.38657 -1.85616 -1.06492
18 H 1.77884 -1.56275 -2.17205
19 H 2.89557 -2.65979 -0.02001

[6]
Below is the ion C4H11N2S with charge -1 in a non-equilibrium geometry, with properties calculated with ωB97M-V/def2-TZVPD.

Summary:
- orbital gap (eV) = 6.28
- net charge = -1
- HOMO energy (eV) = -2.69
- SMILES string = CN[C@@H](CN)C[S-]
- spin multiplicity = 1
- lowest unoccupied orbital energy (eV) = 3.60

Positions of all 18 atoms, in Å:
1 C -0.06802 -1.20772 -2.04223
2 N 0.80055 -0.52368 -0.97698
3 C 0.11565 -0.12770 0.26855
4 C 1.02148 1.00616 0.86147
5 N 0.63406 1.04846 2.38972
6 C -1.30972 0.28561 -0.02819
7 S -2.46282 0.62270 1.44999
8 H 0.36465 -1.07654 -3.03685
9 H -0.80016 -0.41572 -2.19640
10 H -0.32107 -2.20093 -1.70590
11 H 1.56341 -1.24735 -0.81875
12 H 0.03836 -0.89280 0.98507
13 H 2.13178 0.74175 0.94907
14 H 0.65438 2.02138 0.27383
15 H -0.43907 1.25847 2.23871
16 H 0.88949 0.10932 2.71753
17 H -1.18181 1.14861 -0.63523
18 H -1.63116 -0.55002 -0.69340

[7]
Below is a cluster of 2 separate species, C4H11N2S in total in a non-equilibrium geometry, with properties calculated with ωB97M-V/def2-TZVPD.

Summary:
- orbital gap (spin up / spin down) (eV) = 2.38 / 6.16
- net charge = -2
- HOMO energy (spin up / spin down) (eV) = 3.76 / -0.05
- spin multiplicity = 2
- lowest unoccupied orbital energy (spin up / spin down) (eV) = 6.14 / 6.11

Positions of all 18 atoms, in Å:
1 N -2.91993 -1.36343 -0.28754
2 C -1.95797 -0.69640 0.33036
3 C 2.21093 -1.69735 0.55847
4 S 3.23907 -0.22678 0.13183
5 C -0.85608 0.04523 -0.40712
6 N 0.13890 0.82153 0.31096
7 C 0.13095 2.19398 -0.18256
8 H -2.97060 -1.04570 -1.27791
9 H 1.58732 -1.49701 1.42988
10 H -2.23202 -0.35476 1.33074
11 H 1.58839 -1.99185 -0.28710
12 H 2.88788 -2.52440 0.78844
13 H -0.60742 -0.49547 -1.31571
14 H -1.76101 0.74060 -0.50641
15 H 1.08264 0.40718 0.23455
16 H 0.49271 2.30636 -1.21440
17 H -0.87080 2.60576 -0.08847
18 H 0.81703 2.77250 0.45198

[8]
Below is an isolated molecule of C4H11N2S in a non-equilibrium geometry, with properties calculated with ωB97M-V/def2-TZVPD.

Summary:
- orbital gap (spin up / spin down) (eV) = 9.76 / 6.83
- HOMO energy (spin up / spin down) (eV) = -8.85 / -8.76
- spin multiplicity = 2
- lowest unoccupied orbital energy (spin up / spin down) (eV) = 0.91 / -1.93

Positions of all 18 atoms, in Å:
1 C 0.03484 1.55569 -0.03322
2 N 1.41400 1.09039 0.12381
3 C 1.76165 0.23601 1.22687
4 N 2.67178 0.88369 2.19382
5 C -0.84720 0.69538 -0.89402
6 C -0.87531 -0.80362 -0.53934
7 S -2.22604 -1.74698 -1.16156
8 H -0.33192 1.71876 0.98183
9 H 0.10834 2.56193 -0.46289
10 H 1.79767 0.79711 -0.76476
11 H 2.24276 -0.67111 0.86749
12 H 0.85008 -0.06478 1.75019
13 H 3.60082 0.49676 2.00990
14 H 2.79351 1.83713 1.86236
15 H -0.57856 0.81608 -1.94603
16 H -1.87905 1.05355 -0.90791
17 H 0.02919 -1.29126 -0.92523
18 H -0.72274 -0.89458 0.53305